# C3H7NO2

A cluster of 2 separate species, C3H7NO2 in total (ωB97M-V with the def2-TZVPD basis set, the OMol25 dataset).

Geometry (Å):
1 O 1.71201 0.11662 -0.80236
2 O -1.66559 0.05232 0.25060
3 N -0.82454 2.09964 0.27523
4 C -0.60111 0.79404 0.22509
5 C 0.35546 -1.77512 -0.05369
6 C 1.02502 -0.58907 0.15693
7 H 1.37935 -0.33473 1.15494
8 H -0.05267 2.74594 0.16049
9 H -1.76155 2.47210 0.38469
10 H -1.27236 -0.91006 0.20266
11 H 0.22392 -2.13715 -1.07314
12 H 1.26586 -0.05320 -1.64363
13 H 0.21620 -2.48131 0.76218

Force components x, y, z for each atom (eV/Å):
0.03 -0.34 -0.27
0.33 -0.11 0.10
-0.15 -0.12 -0.03
-0.34 0.37 0.21
0.15 0.05 -0.01
-0.21 -0.28 0.23
-0.01 -0.10 -0.28
-0.30 -0.34 0.17
0.05 0.12 -0.11
0.06 0.55 -0.09
-0.02 0.01 0.18
0.28 0.00 0.08
0.13 0.19 -0.17

For the orbital gap, the calculation gives 0.3115 Eh. For the total energy, the calculation gives -8806.69364 eV. The calculation puts the HOMO energy at -0.28292 hartree. Its molecular weight is 89.09 g/mol. As for the net charge: 0. The value obtained for the energy above the lowest of the compared OMol25 structures with the same formula, charge and spin is 3.8352 eV.